Entry 1:
The following is a DFT calculation (the ωB97M-V functional and the def2-TZVPD basis) of a structure of composition C32H29N6OP2Pb in a non-equilibrium geometry.

LUMO energy (eV): -3.04
Kohn-Sham gap (eV): 7.4
HOMO level (Eh): -0.384

```
! wB97M-V def2-TZVPD RIJCOSX def2/J DEFGRID3
* xyz 1 1
Pb -0.47134 -0.94761 0.19708
C 3.26688 1.68947 2.01916
N 2.20185 0.82342 1.50768
P 0.99351 0.14813 2.47314
C 1.13425 0.82405 4.14221
C 2.24921 0.58088 4.94808
C 2.27742 1.05013 6.24905
C 1.19039 1.75287 6.76248
C 0.07849 1.99193 5.97273
C 0.05199 1.52735 4.66289
C 1.50631 -1.58347 2.75322
C 0.53425 -2.51333 3.12664
C 0.87616 -3.83943 3.34989
C 2.19578 -4.24637 3.19585
C 3.16874 -3.32978 2.81948
C 2.82481 -2.00379 2.59233
P 2.02695 0.37807 -0.18558
C 3.59556 -0.49357 -0.43217
C 4.81548 0.17262 -0.35517
C 6.00405 -0.53739 -0.47500
C 5.97973 -1.90847 -0.68141
C 4.76382 -2.57522 -0.77560
C 3.57903 -1.86931 -0.65222
C 2.12835 2.06060 -0.87899
C 2.85013 2.33921 -2.03714
C 2.88653 3.62904 -2.54391
C 2.18048 4.64622 -1.91398
C 1.45081 4.37314 -0.76531
C 1.43474 3.08684 -0.24431
H 2.94275 2.20345 2.92181
H 3.51009 2.45091 1.27934
H 4.17975 1.13240 2.25017
H 3.09096 0.01752 4.56315
H 3.14251 0.86018 6.87056
H 1.21317 2.10832 7.78439
H -0.76807 2.53423 6.37208
H -0.82021 1.70919 4.04560
H -0.49447 -2.19405 3.27348
H 0.11707 -4.55408 3.63936
H 2.46508 -5.28034 3.36806
H 4.19658 -3.64775 2.69790
H 3.58228 -1.29602 2.27668
H 4.84960 1.24578 -0.22053
H 6.94912 -0.01379 -0.41548
H 6.90720 -2.45745 -0.78068
H 4.73966 -3.64176 -0.95875
H 2.63587 -2.40035 -0.72449
H 3.38200 1.54626 -2.54677
H 3.46352 3.83870 -3.43484
H 2.20919 5.65218 -2.31270
H 0.90318 5.16254 -0.26615
H 0.89890 2.88660 0.67474
N -1.89469 -3.05835 -3.70500
C -1.03753 -2.25638 -3.05401
O -1.43348 -1.59906 -2.04969
C 0.31087 -2.16327 -3.52844
C 0.81414 -2.99030 -4.56515
N 1.21224 -3.69455 -5.38670
C 1.06196 -1.16329 -2.92061
N 1.53555 -0.27060 -2.35158
H -1.60909 -3.58876 -4.51060
H -2.83160 -3.14994 -3.35531
N -2.00593 2.72926 -1.84482
C -2.19738 3.20654 -0.56687
C -1.80046 2.21026 0.25977
N -1.37675 1.13622 -0.50562
C -1.51582 1.48462 -1.76873
H -2.19992 3.22489 -2.69908
H -2.59251 4.18680 -0.36910
H -1.78867 2.18424 1.33600
H -1.27665 0.86325 -2.61620
*
```

=====

Entry 2:
The following is a DFT calculation (the ωB97M-V functional and the def2-TZVPD basis) of a cluster of 2 separate species, C7H16O3 in total in a non-equilibrium geometry.

LUMO energy (eV): 0.72
Kohn-Sham gap (eV): 10.6
HOMO level (Eh): -0.364
ΔE to the lowest compared entry with this formula, charge and spin (kcal per mole): 47.1
SMILES string: CC[C@H](CC=O)CCO.O

```
! wB97M-V def2-TZVPD RIJCOSX def2/J DEFGRID3
* xyz 0 1
C -1.15101 -1.67111 -1.66112
C -1.16670 -1.34971 -0.17102
C -0.22958 -0.20603 0.24646
C -0.61082 1.13960 -0.40699
C 0.32669 1.52713 -1.53796
O -0.21219 2.64759 -2.21679
C -0.18148 -0.06879 1.76648
C 0.35885 -1.23770 2.53577
O 1.56962 -1.50580 2.60604
H -0.12010 -1.78944 -2.02795
H -1.69296 -2.60639 -1.86107
H -1.63171 -0.88116 -2.25613
H -2.19278 -1.08811 0.13712
H -0.89195 -2.25382 0.39211
H 0.78185 -0.48295 -0.09643
H -1.64070 1.09628 -0.79555
H -0.59374 1.95202 0.33563
H 1.31912 1.76632 -1.11630
H 0.45445 0.67952 -2.23219
H 0.30285 2.81697 -3.00959
H -1.19214 0.16040 2.15204
H 0.37597 0.58097 2.57821
H -0.37557 -2.02598 2.79793
O 2.70193 1.28004 1.45805
H 2.72811 0.28019 1.84838
H 2.96400 1.23996 0.53486
*
```

=====

Entry 3:
The following is a DFT calculation (the ωB97M-V functional and the def2-TZVPD basis) of a structure of composition C14H14BrCeNO2 in a non-equilibrium geometry.

LUMO energy (alpha / beta) (eV): 2.72 / 2.69
Kohn-Sham gap (alpha / beta) (eV): 5.8 / 5.9
HOMO level (alpha / beta) (Eh): -0.113 / -0.118

```
! wB97M-V def2-TZVPD RIJCOSX def2/J DEFGRID3
* xyz -1 2
C 0.69240 -0.31104 -1.97757
C -0.72796 -0.42673 -1.77620
C -0.98838 -1.47754 -0.84128
C 0.27386 -2.02623 -0.43587
C 1.32775 -1.31259 -1.15019
Ce 0.65800 0.51390 0.38062
N 2.66894 1.00382 -0.02218
C -0.30639 2.28739 -0.25662
C -1.48128 1.57826 -0.50767
H -1.98166 -1.82098 -0.51168
H -1.49896 0.19950 -2.25843
H 0.41896 -2.82859 0.28860
H 2.40971 -1.45963 -1.04009
H 1.21637 0.38726 -2.64991
H -1.82320 1.81312 -1.53615
H 0.02291 2.42808 0.87481
H 2.86598 1.98637 0.31829
H -2.19374 1.84859 0.26009
H 0.32273 2.57729 -1.16116
Br 0.53891 -3.56655 3.44862
C 0.01593 -2.34136 4.79637
C 0.07974 -2.68528 6.15089
C -0.31018 -1.75744 7.13209
C -0.79556 -0.49270 6.77155
C -0.87013 -0.14451 5.42245
C -0.41626 -1.04048 4.45058
C -0.19022 -0.50501 3.06074
O -1.08914 0.10086 2.40622
O 1.01228 -0.66013 2.63291
H 0.45644 -3.66967 6.42877
H -0.23409 -2.02668 8.18464
H -1.10365 0.23358 7.52606
H -1.22028 0.83598 5.07643
*
```

=====

Entry 4:
The following is a DFT calculation (the ωB97M-V functional and the def2-TZVPD basis) of a structure of composition C23H36HgN2O2Sb3Se4 in a non-equilibrium geometry.

LUMO energy (alpha / beta) (eV): 3.71 / 3.48
Kohn-Sham gap (alpha / beta) (eV): 4.5 / 5.2
HOMO level (alpha / beta) (Eh): -0.030 / -0.064

```
! wB97M-V def2-TZVPD RIJCOSX def2/J DEFGRID3
* xyz -2 2
Hg -0.46005 -1.13716 -0.10349
C -1.86215 -0.93435 4.42446
Sb -1.15769 0.22870 2.77710
C -2.66372 1.74301 3.18741
C 0.46098 1.12563 3.97256
C 0.14384 2.42587 4.58838
C -0.50984 2.46826 5.81999
C -0.89720 3.66114 6.39980
C -0.62525 4.85757 5.74661
C 0.04657 4.82513 4.53748
C 0.44273 3.62695 3.94847
C 1.20163 3.64155 2.66502
Sb -0.02070 3.29551 0.89204
C -1.23384 5.03956 1.25446
C 1.35846 4.35665 -0.37534
H -1.06122 -1.59060 4.74529
H -2.70278 -1.53656 4.08967
H -2.17102 -0.26371 5.22637
H -2.71709 1.93652 4.25597
H -3.61685 1.35534 2.83710
H -2.46629 2.67827 2.67309
H 1.34117 1.15045 3.33500
H 0.61575 0.36918 4.73971
H -0.71957 1.53314 6.32161
H -1.40540 3.65686 7.35533
H -0.92335 5.80442 6.17767
H 0.28323 5.75283 4.02978
H 1.98964 2.89093 2.65424
H 1.66111 4.61804 2.50488
H -0.61172 5.93062 1.23043
H -1.70635 4.96058 2.22941
H -2.00818 5.12044 0.49664
H 1.67846 5.26386 0.13197
H 0.87603 4.62259 -1.31200
H 2.22315 3.73959 -0.59491
O 0.33399 -2.17654 2.75761
C -0.48313 -2.98771 2.28301
O -1.55784 -2.70666 1.70987
C -0.13478 -4.45972 2.35971
C -0.23402 -5.25084 1.22193
C 0.11877 -6.58913 1.27201
C 0.54406 -7.15533 2.46414
C 0.63308 -6.37032 3.60527
C 0.31064 -5.02432 3.54622
H -0.57128 -4.80038 0.29599
H 0.06819 -7.18850 0.37304
H 0.81509 -8.20353 2.50198
H 0.97213 -6.80617 4.53757
H 0.40993 -4.39293 4.41971
N 1.14005 1.39770 -5.28440
C 1.96754 2.06789 -4.25265
C 1.40489 1.71490 -2.87898
N 0.00497 2.08772 -2.73426
C -0.78089 1.44498 -3.78078
C -0.28925 1.78590 -5.18705
H 1.23612 0.35752 -5.20547
H 1.52163 1.53211 -6.22507
H 1.89886 3.14447 -4.44157
H 2.98919 1.70611 -4.38539
H 1.99889 2.20629 -2.10826
H 1.48764 0.63341 -2.71814
H -0.08557 3.10010 -2.81703
H -1.82901 1.73535 -3.68515
H -0.72478 0.36016 -3.63476
H -0.34647 2.86277 -5.38064
H -0.82095 1.21712 -5.95141
Se -0.30218 -1.45009 -6.30354
Sb 1.46974 -2.41215 -4.85987
Se 0.43610 -1.93634 -2.22430
Se 2.00202 -4.72431 -5.35963
Se 3.44141 -0.93366 -5.16726
*
```

=====

Entry 5:
The following is a DFT calculation (the ωB97M-V functional and the def2-TZVPD basis) of a cluster of 2 separate species, C3H7N2P in total in a non-equilibrium geometry.

LUMO energy (alpha / beta) (eV): -0.43 / -0.89
Kohn-Sham gap (alpha / beta) (eV): 8.2 / 7.0
HOMO level (alpha / beta) (Eh): -0.317 / -0.291
ΔE to the lowest compared entry with this formula, charge and spin (kcal per mole): 64.9

```
! wB97M-V def2-TZVPD RIJCOSX def2/J DEFGRID3
* xyz 0 1
C -0.74914 1.25339 0.71271
C -0.64777 -0.11620 1.26791
C -0.52264 -0.95868 -0.00761
N -0.64790 1.23290 -0.56288
N -0.49600 0.00970 -1.04240
P 1.97946 0.35107 -2.34310
H -0.67306 2.23689 1.08831
H 0.02655 -0.12749 2.17347
H -1.54759 -0.52856 1.82090
H 0.35586 -1.70516 0.07888
H -1.42239 -1.63960 -0.20926
H 1.95151 -0.87732 -1.73863
H 2.39312 0.86907 -1.23830
*
```

=====

Entry 6:
The following is a DFT calculation (the ωB97M-V functional and the def2-TZVPD basis) of the ion C5H11NO2 with charge +1 in a non-equilibrium geometry.

LUMO energy (alpha / beta) (eV): -4.29 / -8.62
Kohn-Sham gap (alpha / beta) (eV): 10.0 / 5.7
HOMO level (alpha / beta) (Eh): -0.526 / -0.526
ΔE to the lowest compared entry with this formula, charge and spin (kcal per mole): 82.8

```
! wB97M-V def2-TZVPD RIJCOSX def2/J DEFGRID3
* xyz 1 2
C -0.76314 0.34644 1.45140
C -1.48322 1.57819 0.94595
O -0.45202 2.58709 0.74139
C 0.46871 -0.04130 0.58304
N 0.18469 0.01202 -0.87384
C 0.22531 -1.25451 -1.54667
C 1.57563 -2.00316 -1.53769
O 1.67103 -3.10688 -2.00241
H -0.32406 0.52156 2.43070
H -1.36225 -0.55947 1.44028
H -2.11167 1.92177 1.78318
H -1.97260 1.49539 -0.01474
H -0.97098 3.36555 0.51784
H 0.84215 -1.05948 0.76506
H 1.29712 0.62128 0.78068
H 0.85434 0.61215 -1.35621
H -0.48796 -1.53690 -2.31319
H 0.38862 -2.07961 -0.68361
H 2.42031 -1.42016 -1.11118
*
```

=====

Entry 7:
The following is a DFT calculation (the ωB97M-V functional and the def2-TZVPD basis) of a structure of composition C2H4BrCl in a non-equilibrium geometry.

LUMO energy (alpha / beta) (eV): 0.87 / -3.04
Kohn-Sham gap (alpha / beta) (eV): 5.7 / 7.6
HOMO level (alpha / beta) (Eh): -0.178 / -0.392
ΔE to the lowest compared entry with this formula, charge and spin (kcal per mole): 50.0

```
! wB97M-V def2-TZVPD RIJCOSX def2/J DEFGRID3
* xyz 0 3
C -0.11552 -0.84834 -0.27339
C 0.10892 1.01398 0.31257
Cl 1.36461 -1.69671 0.01262
Br -1.57321 1.87370 0.21813
H -0.35747 -0.76966 -1.32395
H -0.92566 -1.21144 0.34558
H 0.81633 1.43543 -0.38892
H 0.47481 0.94288 1.32601
*
```

=====

Entry 8:
The following is a DFT calculation (the ωB97M-V functional and the def2-TZVPD basis) of a cluster of 3 separate species, C2H7N3 in total in a non-equilibrium geometry.

LUMO energy (eV): 0.61
Kohn-Sham gap (eV): 9.7
HOMO level (Eh): -0.334
ΔE to the lowest compared entry with this formula, charge and spin (kcal per mole): 151.3

```
! wB97M-V def2-TZVPD RIJCOSX def2/J DEFGRID3
* xyz 0 1
C -1.32354 0.55749 -0.03655
C 1.71327 -0.39841 0.13188
N -1.67956 -0.84168 0.13611
N -0.35226 -0.74145 0.68884
N 0.59582 -1.06293 -0.14987
H -1.60854 -1.32046 -0.76811
H -1.28885 0.88377 -1.07205
H -1.78500 1.22588 0.67762
H 0.18475 1.26804 -0.06642
H 2.57499 -0.61912 -0.48636
H 1.90595 -0.01546 1.13394
H 1.06297 1.06432 -0.18903
*
```

=====

What did the fifth record say?
The following is a DFT calculation (the ωB97M-V functional and the def2-TZVPD basis) of a cluster of 2 separate species, C3H7N2P in total in a non-equilibrium geometry.

LUMO energy (alpha / beta) (eV): -0.43 / -0.89
Kohn-Sham gap (alpha / beta) (eV): 8.2 / 7.0
HOMO level (alpha / beta) (Eh): -0.317 / -0.291
ΔE to the lowest compared entry with this formula, charge and spin (kcal per mole): 64.9

```
! wB97M-V def2-TZVPD RIJCOSX def2/J DEFGRID3
* xyz 0 1
C -0.74914 1.25339 0.71271
C -0.64777 -0.11620 1.26791
C -0.52264 -0.95868 -0.00761
N -0.64790 1.23290 -0.56288
N -0.49600 0.00970 -1.04240
P 1.97946 0.35107 -2.34310
H -0.67306 2.23689 1.08831
H 0.02655 -0.12749 2.17347
H -1.54759 -0.52856 1.82090
H 0.35586 -1.70516 0.07888
H -1.42239 -1.63960 -0.20926
H 1.95151 -0.87732 -1.73863
H 2.39312 0.86907 -1.23830
*
```